a.
This record from OMol25 describes the molecule C2H3ClN4. The level of theory is ωB97M-V with the def2-TZVPD basis set.

```
10
C2H3ClN4 | OMol25 | ωB97M-V with the def2-TZVPD basis set
C -0.37 -1.69 0.02
C -0.84 -0.41 0.12
H 0.97 1.87 0.87
H 0.64 2.36 -0.80
H -0.98 -2.56 0.15
N 0.37 1.85 0.02
N 0.29 0.48 -0.06
N 1.42 -0.33 -0.15
N 0.97 -1.57 -0.09
Cl -2.47 0.00 -0.09
```

Computed properties:
Frontier orbital gap   0.37914 Eh
HOMO energy   -0.3548 Eh

---

b.
This record from OMol25 describes a cluster of 2 separate species, C2H3ClN4 in total. The level of theory is ωB97M-V with the def2-TZVPD basis set.

```
10
C2H3ClN4 | OMol25 | ωB97M-V with the def2-TZVPD basis set
C 1.17 -0.31 -1.20
C -1.23 0.47 0.94
N 1.81 0.47 -1.89
N -1.89 0.81 -0.02
N -0.56 0.42 1.92
N 0.36 -0.89 -0.54
Cl 0.38 -2.37 0.29
H -2.75 0.38 -0.27
H 0.41 -0.10 2.07
H 2.31 1.13 -1.29
```

Computed properties:
Frontier orbital gap   0.36237 Eh
HOMO energy   -0.3633 Eh

---

Which structure is most stable? a, by 43.1 kJ/mol over the runner-up.

---

a.
This record from OMol25 describes the ion C4H9N3S with charge +2. The level of theory is ωB97M-V with the def2-TZVPD basis set.

```
17
C4H9N3S | OMol25 | ωB97M-V with the def2-TZVPD basis set
C 0.39 -1.82 -0.53
C -1.05 -0.08 0.33
C -2.41 0.39 0.48
C 2.51 1.04 -0.51
N 1.50 -1.29 -0.17
N -0.87 -1.29 -0.18
N 0.03 0.61 0.90
S 1.70 0.10 0.79
H 0.31 -2.52 -1.32
H -3.14 -0.41 0.55
H -2.65 1.13 -0.20
H -2.66 0.91 1.50
H 3.45 0.60 -0.72
H 2.83 2.03 -0.14
H 2.02 1.03 -1.60
H -1.59 -1.95 -0.44
H -0.39 1.52 1.24
```

Computed properties:
Frontier orbital gap   0.37378 Eh
HOMO energy   -0.7335 Eh
Net charge   +2

---

b.
This record from OMol25 describes the ion C4H9N3S with charge +2. The level of theory is ωB97M-V with the def2-TZVPD basis set.

```
17
C4H9N3S | OMol25 | ωB97M-V with the def2-TZVPD basis set
C -0.09 0.33 -1.40
C 0.83 1.15 0.53
C -1.38 0.27 0.65
C 0.69 -1.69 0.27
N -1.30 0.22 -0.79
N 0.92 0.87 -0.78
N -0.32 1.08 1.19
S -0.86 -1.50 1.12
H -0.09 0.13 -2.46
H 1.67 1.63 1.04
H -2.38 0.50 1.01
H 0.63 -1.73 -0.85
H 1.08 -2.59 0.56
H 1.22 -0.80 0.47
H -2.05 -0.25 -1.31
H 1.84 0.78 -1.25
H -0.43 1.61 2.01
```

Computed properties:
Frontier orbital gap (alpha / beta)   0.28184 / 0.28186 Eh
HOMO energy (alpha / beta)   -0.6684 / -0.6684 Eh
Net charge   +2

---

Which structure is most stable? b, by 86.8 kJ/mol over the runner-up.

---

a.
This record from OMol25 describes a cluster of 2 separate species, C5H8Cl2 in total. The level of theory is ωB97M-V with the def2-TZVPD basis set.

```
15
C5H8Cl2 | OMol25 | ωB97M-V with the def2-TZVPD basis set
C -2.37 -0.14 1.16
C 1.43 -0.04 0.54
C 0.20 0.50 0.67
C 1.54 -1.46 1.12
C -0.04 1.82 0.09
Cl 2.86 0.86 0.07
Cl -3.15 0.84 -0.03
H -2.31 -1.14 0.65
H -2.60 0.04 2.19
H 0.58 -1.72 1.66
H 2.36 -1.59 1.67
H 1.60 -2.19 0.34
H 0.08 2.67 0.83
H -1.12 1.78 -0.03
H 0.48 1.90 -0.86
```

Computed properties:
Frontier orbital gap (alpha / beta)   0.31510 / 0.29863 Eh
HOMO energy (alpha / beta)   -0.3302 / -0.3226 Eh

---

b.
This record from OMol25 describes the molecule C5H8Cl2. The level of theory is ωB97M-V with the def2-TZVPD basis set.

```
15
C5H8Cl2 | OMol25 | ωB97M-V with the def2-TZVPD basis set
C -1.62 -0.13 -1.15
C -0.22 0.36 -0.87
C 0.78 0.34 -2.03
C 0.07 1.58 -1.52
C 0.41 0.06 0.40
H -2.33 0.50 -0.53
H -1.80 -1.14 -0.91
H -1.83 -0.05 -2.19
H 1.84 0.20 -1.76
H 0.51 -0.10 -2.99
H 0.75 2.34 -1.17
H -0.72 1.89 -2.20
H 1.27 0.73 0.56
Cl 0.94 -1.61 0.70
Cl -0.60 0.57 1.77
```

Computed properties:
Frontier orbital gap   0.41001 Eh
HOMO energy   -0.3785 Eh

---

Which structure is most stable? b, by 425.6 kJ/mol over the runner-up.

---

a.
This record from OMol25 describes the molecule C3H3N3S. The level of theory is ωB97M-V with the def2-TZVPD basis set.

```
10
C3H3N3S | OMol25 | ωB97M-V with the def2-TZVPD basis set
C -0.25 0.01 0.89
C 0.87 0.03 -1.36
C 0.17 0.11 2.29
H -2.04 -0.14 1.32
H 1.74 0.16 0.47
H 1.92 0.14 -1.69
N -1.45 -0.12 0.52
N 0.84 0.08 0.03
N 0.48 0.19 3.40
S -0.34 -0.13 -2.41
```

Computed properties:
Frontier orbital gap   0.30290 Eh
HOMO energy   -0.3236 Eh

---

b.
This record from OMol25 describes the molecule C3H3N3S. The level of theory is ωB97M-V with the def2-TZVPD basis set.

```
10
C3H3N3S | OMol25 | ωB97M-V with the def2-TZVPD basis set
C 0.12 -1.04 -2.29
C 0.63 -0.16 0.98
C -0.52 0.84 1.13
N -0.15 -1.58 -3.28
N 0.92 -0.66 -0.13
N 0.46 -0.35 -1.26
S -1.31 1.24 -0.41
H 1.19 -0.44 1.86
H -1.25 0.41 1.82
H -0.09 1.75 1.57
```

Computed properties:
Frontier orbital gap (alpha / beta)   0.25445 / 0.25143 Eh
HOMO energy (alpha / beta)   -0.3403 / -0.3373 Eh

---

c.
This record from OMol25 describes the molecule C3H3N3S. The level of theory is ωB97M-V with the def2-TZVPD basis set.

```
10
C3H3N3S | OMol25 | ωB97M-V with the def2-TZVPD basis set
C 0.09 0.92 -0.01
C 1.44 -0.71 -0.18
C -0.87 -0.30 0.17
H -1.29 2.32 0.31
H 2.25 -1.38 -0.40
H -0.33 -2.22 0.17
N -0.34 2.19 0.04
N 1.47 0.58 -0.17
N 0.08 -1.24 0.22
S -2.50 -0.16 -0.16
```

Computed properties:
Frontier orbital gap   0.28748 Eh
HOMO energy   -0.3348 Eh

---

Which structure is most stable? a, by 57.0 kJ/mol over the runner-up.

---

a.
This record from OMol25 describes a cluster of 2 separate species, C4H6ClF in total. The level of theory is ωB97M-V with the def2-TZVPD basis set.

```
12
C4H6ClF | OMol25 | ωB97M-V with the def2-TZVPD basis set
C -2.33 -0.91 -0.07
C -1.50 0.08 -0.45
C 1.67 0.66 0.61
C 1.23 -0.19 -0.50
F -3.66 -0.70 0.13
Cl -1.98 1.60 -0.71
H -2.07 -1.90 0.09
H 1.83 1.69 0.30
H 2.77 0.26 0.84
H 1.17 0.49 1.50
H 1.42 -1.34 -0.29
H 1.45 0.26 -1.46
```

Computed properties:
Frontier orbital gap (alpha / beta)   0.28760 / 0.33669 Eh
HOMO energy (alpha / beta)   -0.3162 / -0.3336 Eh

---

b.
This record from OMol25 describes the molecule C4H6ClF. The level of theory is ωB97M-V with the def2-TZVPD basis set.

```
12
C4H6ClF | OMol25 | ωB97M-V with the def2-TZVPD basis set
C -1.21 -1.97 0.09
C -0.22 -0.95 -0.33
C 0.39 -1.09 -1.50
C 0.16 0.22 0.64
H -2.34 -1.61 0.12
H -0.99 -2.33 1.12
H -1.03 -2.95 -0.46
H 0.96 -0.58 -2.27
H -0.02 -2.07 -1.95
H 0.81 -0.07 1.51
F -1.01 0.70 1.16
Cl 0.99 1.53 -0.11
```

Computed properties:
Frontier orbital gap   0.40170 Eh
HOMO energy   -0.3690 Eh

---

c.
This record from OMol25 describes the molecule C4H6ClF. The level of theory is ωB97M-V with the def2-TZVPD basis set.

```
12
C4H6ClF | OMol25 | ωB97M-V with the def2-TZVPD basis set
C -1.98 -0.64 -0.19
C -0.84 0.23 0.12
C -1.06 1.69 0.09
C 0.24 -0.41 0.19
H -2.92 -0.17 -0.69
H -2.39 -0.94 0.80
H -1.78 -1.57 -0.72
H -1.86 2.02 -0.66
H -1.52 2.34 0.87
H -0.16 2.28 -0.11
F 0.28 -1.75 0.10
Cl 1.76 0.38 -0.10
```

Computed properties:
Frontier orbital gap   0.37084 Eh
HOMO energy   -0.3394 Eh

---

Which structure is most stable? b, by 18.5 kJ/mol over the runner-up.

---

a.
This record from OMol25 describes a structure of composition CHIN2O2S. The level of theory is ωB97M-V with the def2-TZVPD basis set.

```
8
CHIN2O2S | OMol25 | ωB97M-V with the def2-TZVPD basis set
C 1.09 -0.06 0.07
N 0.69 1.09 -0.02
N -0.33 -1.16 0.59
O -1.57 1.85 -0.98
O -1.36 -0.26 0.37
S -1.03 1.39 0.25
I 2.87 -1.02 -0.12
H -0.36 -1.84 -0.16
```

Computed properties:
Frontier orbital gap   0.34949 Eh
HOMO energy   -0.3602 Eh

---

b.
This record from OMol25 describes a cluster of 2 separate species, CHIN2O2S in total. The level of theory is ωB97M-V with the def2-TZVPD basis set.

```
8
CHIN2O2S | OMol25 | ωB97M-V with the def2-TZVPD basis set
C -1.85 -1.96 0.03
N -1.13 -2.87 -0.30
N -2.33 -1.19 0.91
O -4.91 1.63 0.72
O -3.20 -0.16 0.81
S -4.25 0.67 -0.10
I -0.03 1.30 -0.07
H 1.30 0.45 -0.01
```

Computed properties:
Frontier orbital gap (alpha / beta)   0.31433 / 0.25913 Eh
HOMO energy (alpha / beta)   -0.3775 / -0.3481 Eh

---

c.
This record from OMol25 describes a cluster of 2 separate species, CHIN2O2S in total. The level of theory is ωB97M-V with the def2-TZVPD basis set.

```
8
CHIN2O2S | OMol25 | ωB97M-V with the def2-TZVPD basis set
C 1.08 -1.84 -0.27
N 2.03 -2.34 -0.67
N 0.07 -1.12 0.18
O 1.30 2.29 -0.15
O 0.29 0.15 0.42
S 1.61 0.89 -0.13
I -3.75 0.58 0.06
H -2.62 1.39 0.57
```

Computed properties:
Frontier orbital gap (alpha / beta)   0.30073 / 0.27043 Eh
HOMO energy (alpha / beta)   -0.3723 / -0.3624 Eh

---

Which structure is most stable? a, by 118.1 kJ/mol over the runner-up.

---

a.
This record from OMol25 describes the molecule CH2N4O. The level of theory is ωB97M-V with the def2-TZVPD basis set.

```
8
CH2N4O | OMol25 | ωB97M-V with the def2-TZVPD basis set
N -0.07 0.52 -1.46
C 0.10 -0.21 -0.41
N 0.43 -1.40 0.14
O 0.27 -1.17 1.51
N -0.13 0.04 1.80
N -0.23 0.61 0.67
H 0.09 0.15 -2.38
H -0.47 1.48 0.12
```

Computed properties:
Frontier orbital gap   0.30277 Eh
HOMO energy   -0.3258 Eh

---

b.
This record from OMol25 describes the molecule CH2N4O. The level of theory is ωB97M-V with the def2-TZVPD basis set.

```
8
CH2N4O | OMol25 | ωB97M-V with the def2-TZVPD basis set
N -1.09 0.85 0.46
C -0.13 0.02 -0.08
N -0.34 -0.89 -0.98
O 0.89 -1.41 -1.20
N 1.81 -0.76 -0.44
N 1.22 0.10 0.25
H -0.67 1.69 0.85
H -1.70 0.41 1.14
```

Computed properties:
Frontier orbital gap   0.39977 Eh
HOMO energy   -0.3858 Eh

---

c.
This record from OMol25 describes the molecule CH2N4O. The level of theory is ωB97M-V with the def2-TZVPD basis set.

```
8
CH2N4O | OMol25 | ωB97M-V with the def2-TZVPD basis set
C 1.28 -0.61 -2.68
N 0.34 -1.05 0.16
N 0.43 0.21 -0.64
N 0.12 -2.17 -0.05
N 0.50 0.00 -1.96
O 1.86 -1.16 -3.52
H 0.56 -0.65 1.12
H 1.30 0.60 -0.21
```

Computed properties:
Frontier orbital gap   0.34533 Eh
HOMO energy   -0.3322 Eh

---

d.
This record from OMol25 describes the molecule CH2N4O. The level of theory is ωB97M-V with the def2-TZVPD basis set.

```
8
CH2N4O | OMol25 | ωB97M-V with the def2-TZVPD basis set
C 0.06 -0.06 -0.09
H 2.00 -0.78 -0.16
H 1.81 1.04 0.31
N 1.51 0.03 0.03
N -0.86 1.12 -0.02
N -2.04 0.59 -0.10
N -0.57 -1.23 -0.11
O -1.90 -0.71 0.14
```

Computed properties:
Frontier orbital gap   0.36755 Eh
HOMO energy   -0.3661 Eh

---

Which structure is most stable? b, by 131.8 kJ/mol over the runner-up.

---

a.
This record from OMol25 describes the ion C5H9IN with charge +1. The level of theory is ωB97M-V with the def2-TZVPD basis set.

```
16
C5H9IN | OMol25 | ωB97M-V with the def2-TZVPD basis set
C 1.29 0.34 0.50
C -0.18 1.04 -0.96
C 0.56 -0.20 -0.67
C 0.40 -1.58 -1.17
C -1.19 0.28 1.34
N -0.15 0.52 0.40
I -1.53 2.07 2.54
H 1.63 -0.37 1.26
H 1.90 1.23 0.42
H 0.34 1.98 -1.12
H -1.13 0.96 -1.47
H -0.60 -1.74 -1.57
H 0.60 -2.31 -0.39
H 1.11 -1.75 -1.97
H -2.13 0.05 0.83
H -0.92 -0.53 2.02
```

Computed properties:
Frontier orbital gap   0.36341 Eh
HOMO energy   -0.4979 Eh
Net charge   +1

---

b.
This record from OMol25 describes the ion C5H9IN with charge +1. The level of theory is ωB97M-V with the def2-TZVPD basis set.

```
16
C5H9IN | OMol25 | ωB97M-V with the def2-TZVPD basis set
C -0.24 1.80 0.20
C -1.27 0.42 -0.26
C 1.11 1.25 0.11
C 1.03 0.01 -0.68
C -0.49 -1.64 0.61
N -0.34 -0.60 -0.50
I -3.27 0.10 0.09
H -0.78 2.62 0.69
H 1.87 2.06 -0.39
H 1.58 1.11 1.12
H 1.03 0.31 -1.72
H 1.73 -0.89 -0.46
H 0.51 -1.99 0.78
H -0.71 -1.27 1.54
H -1.24 -2.25 0.30
H -0.52 -1.03 -1.41
```

Computed properties:
Frontier orbital gap (alpha / beta)   0.30188 / 0.30655 Eh
HOMO energy (alpha / beta)   -0.4663 / -0.4608 Eh
Net charge   +1

---

Which structure is most stable? a, by 232.9 kJ/mol over the runner-up.